The following is a DFT calculation (the ωB97M-V functional and the def2-TZVPD basis) of a cluster of 2 separate species, ClH2NO3S in total.

Summary:
Energy above the lowest of the compared OMol25 structures with the same formula, charge and spin = 9.1 kcal/mol
Electronic energy = -31019.132 eV
Kohn-Sham gap = 8.56 eV
Highest occupied orbital energy = -9.59 eV

Positions of all 8 atoms, in Å:
N  2.989  -1.228  -0.972
O  -0.930  -0.513  -0.462
O  -2.323  1.423  0.115
O  2.720  -0.837  0.115
S  -0.843  0.827  0.029
Cl  -0.641  0.769  2.352
H  2.023  -1.221  -1.496
H  -2.994  0.779  0.319

Forces on atoms 1 to 2 (eV/Å):
N -1.7 0.0 -0.9
O 0.2 -0.3 0.1

=====

The following is a DFT calculation (the ωB97M-V functional and the def2-TZVPD basis) of a structure of composition ClH2NOS.

Summary:
Energy above the lowest of the compared OMol25 structures with the same formula, charge and spin = 62.9 kcal/mol
Electronic energy = -26924.231 eV
Kohn-Sham gap = 8.72 eV
Highest occupied orbital energy = -10.49 eV

Positions of all 6 atoms, in Å:
N  0.382  2.093  0.113
O  -1.114  -0.641  -0.471
S  1.430  1.148  -0.199
Cl  1.536  -1.021  0.310
H  -0.580  -1.577  0.264
H  -1.654  -0.003  -0.015

Forces on atoms 1 to 2 (eV/Å):
N 0.5 -1.0 0.1
O 2.4 -4.5 1.6

=====

The following is a DFT calculation (the ωB97M-V functional and the def2-TZVPD basis) of a cluster of 2 separate species, ClH2NOS2 in total.

Summary:
Energy above the lowest of the compared OMol25 structures with the same formula, charge and spin = 34.4 kcal/mol
Electronic energy = -37760.292 eV
Kohn-Sham gap = 8.77 eV
Highest occupied orbital energy = -9.80 eV

Positions of all 7 atoms, in Å:
N  -3.507  0.133  2.655
O  -3.266  -2.295  1.928
S  0.875  0.483  -0.176
S  -3.938  -1.018  1.715
Cl  -2.530  0.100  4.031
H  1.691  1.731  0.006
H  1.830  -0.471  -0.192

Forces on atoms 1 to 2 (eV/Å):
N -1.2 0.1 -0.8
O -0.8 0.3 -0.4

=====

Repeat the first record exactly.
The following is a DFT calculation (the ωB97M-V functional and the def2-TZVPD basis) of a cluster of 2 separate species, ClH2NO3S in total.

Summary:
Energy above the lowest of the compared OMol25 structures with the same formula, charge and spin = 9.1 kcal/mol
Electronic energy = -31019.132 eV
Kohn-Sham gap = 8.56 eV
Highest occupied orbital energy = -9.59 eV

Positions of all 8 atoms, in Å:
N  2.989  -1.228  -0.972
O  -0.930  -0.513  -0.462
O  -2.323  1.423  0.115
O  2.720  -0.837  0.115
S  -0.843  0.827  0.029
Cl  -0.641  0.769  2.352
H  2.023  -1.221  -1.496
H  -2.994  0.779  0.319

Forces on atoms 1 to 2 (eV/Å):
N -1.7 0.0 -0.9
O 0.2 -0.3 0.1

=====

> Which of these has the lowest highest occupied orbital energy?

ClH2NOS